Entry w
{"formula": "C4H7NO", "method": "the ωB97M-V functional and the def2-TZVPD basis", "lumo_energy_ev": 0.44, "smiles": "[H]/N=C/C(=C)CO", "spin_multiplicity": 1, "total_charge": 0, "elements": ["H", "N", "C", "C", "C", "C", "O", "H", "H", "H", "H", "H", "H"], "positions_angstrom": [[-0.2217, 2.9170, -0.0357], [0.0710, 1.9511, -0.1786], [-0.8013, 1.1157, 0.1628], [-0.3928, -0.2434, 0.1693], [-1.0877, -1.3355, 0.3291], [1.3466, -0.5083, -0.2198], [2.2822, 0.2617, 0.4827], [-1.6913, 1.4234, 0.6372], [-0.8215, -2.3736, 0.5425], [-2.2333, -1.1789, 0.1661], [1.4010, -0.2646, -1.2265], [1.6421, -1.5980, -0.2506], [1.9712, 1.0756, 0.8442]]}

=====

Entry x
{"formula": "C4H7NO", "method": "the ωB97M-V functional and the def2-TZVPD basis", "lumo_energy_ev": 0.84, "smiles": "CCOCC#N", "spin_multiplicity": 1, "total_charge": 0, "elements": ["C", "C", "O", "C", "C", "N", "H", "H", "H", "H", "H", "H", "H"], "positions_angstrom": [[0.1149, 1.3968, -0.0989], [1.1037, 0.1572, -0.2283], [0.8540, -0.7855, 0.7920], [-0.4275, -1.3349, 0.6611], [-1.2845, -0.7168, -0.3778], [-1.9753, -0.4634, -1.2695], [0.4022, 1.8865, 0.8258], [0.2659, 2.0327, -0.9704], [-0.9876, 1.3593, -0.0211], [2.1403, 0.4932, -0.0638], [1.0800, -0.3532, -1.2095], [-0.9144, -1.2978, 1.6388], [-0.3716, -2.3741, 0.3216]]}

=====

Entry y
{"formula": "C4H7NO", "method": "the ωB97M-V functional and the def2-TZVPD basis", "lumo_energy_ev": 0.09, "smiles": "O=CN=C1CC1.[H][H]", "spin_multiplicity": 1, "total_charge": 0, "elements": ["O", "C", "N", "C", "C", "C", "H", "H", "H", "H", "H", "H", "H"], "positions_angstrom": [[-0.0892, -0.6876, -3.1278], [0.2433, -0.6586, -1.9751], [-0.2279, 0.3306, -1.0679], [0.2441, 0.2159, 0.1013], [0.2995, 0.7823, 1.4397], [1.1282, -0.4644, 1.0599], [0.9457, -1.4009, -1.5377], [0.8213, 1.7290, 1.5651], [-0.5473, 0.6374, 2.1079], [0.8110, -1.4165, 1.4811], [2.2041, -0.3548, 0.9421], [-2.5620, 0.6831, -0.6618], [-3.2023, 0.6466, -0.2836]]}

=====

What are the relative energies? In kcal/mol: entry w 25.2; entry x 0.0; entry y 28.6.